1.
Below is the ion C8H14NO2 with charge +1 in a non-equilibrium geometry, with properties calculated with ωB97M-V/def2-TZVPD.

HOMO energy in eV: -14.59
Electronic energy in eV: -14098.7675
ΔE to the lowest compared entry with this formula, charge and spin in eV: 2.467
M in Da: 156.21
SMILES: C=[N+](C)[C@@H]1C(=O)O[C@H]1C(C)C

```
! RIJCOSX wB97M-V def2-TZVPD def2/J DEFGRID3
* xyz 1 1
C -1.9065 -1.3055 -0.5346
N -1.8947 -0.0461 -0.2973
C -3.0569 0.7991 -0.5386
C -0.7449 0.6097 0.3315
C -0.4406 2.1530 0.0145
O -1.0640 3.1535 0.2434
O 0.7214 1.9063 -0.4954
C 0.6213 0.4079 -0.3470
C 1.7827 -0.1569 0.5187
C 1.4245 -1.4927 0.9986
C 3.0896 -0.1257 -0.2591
H -2.8082 -1.7618 -1.0528
H -1.1187 -1.8321 -0.1381
H -3.4324 1.0898 0.4160
H -4.0154 0.3702 -0.9827
H -2.7428 1.6585 -1.2159
H -0.8370 0.2542 1.3989
H 0.4516 0.0782 -1.3670
H 1.8457 0.3737 1.4485
H 1.2892 -2.2428 0.1619
H 0.4729 -1.4849 1.5561
H 2.0308 -2.1319 1.7452
H 2.9493 -0.8403 -1.0828
H 4.0567 -0.3766 0.3110
H 3.3264 0.9433 -0.8331
*
```

List of Löwdin charges in e, atom by atom: C 0.22; N -0.11; C 0.02; C -0.08; C -0.44; O 0.17; O 0.13; C -0.12; C -0.41; C -0.11; C -0.06; H 0.17; H 0.08; H 0.11; H 0.14; H 0.14; H 0.19; H 0.17; H 0.15; H 0.11; H 0.07; H 0.13; H 0.08; H 0.11; H 0.15

2.
Below is a structure of composition C2H10F6MgNO9S2 in a non-equilibrium geometry, with properties calculated with ωB97M-V/def2-TZVPD.

HOMO energy (alpha / beta) in eV: -3.87 / -11.17
Electronic energy in eV: -65573.6449
Expectation value of S²: 0.7503
ΔE to the lowest compared entry with this formula, charge and spin in eV: 0.000
M in Da: 394.53

```
! RIJCOSX wB97M-V def2-TZVPD def2/J DEFGRID3
* xyz 0 2
Mg 0.8518 -0.3006 0.6531
C -0.2693 2.2178 -2.6747
F -0.7259 3.1607 -1.8370
F -0.7467 2.4543 -3.8978
F 1.0593 2.2810 -2.6557
S -0.6954 0.4430 -2.0607
O -2.0346 0.1635 -2.5590
O 0.2968 -0.4874 -2.6022
N -0.5503 0.3814 -0.3253
S -1.9899 0.8718 0.2044
O -1.8931 1.1951 1.5981
O -2.7512 1.8842 -0.5091
C -3.1984 -0.7160 0.0539
F -3.9105 -0.9035 1.1899
F -4.0848 -0.4911 -0.9671
F -2.4316 -1.7656 -0.2239
O 2.4356 -1.4127 1.9657
H 3.2033 -0.8701 2.1459
H 2.7965 -2.2553 1.6902
O 1.5252 1.3560 1.6589
H 2.2813 1.3778 2.2454
H 1.1526 2.2359 1.7149
O 2.4900 0.0126 -0.4522
H 2.6096 0.1853 -1.3860
H 3.3501 -0.2791 -0.1500
O 0.7801 -2.1871 -0.0052
H 1.1523 -2.4583 -0.8444
H 0.2731 -2.9441 0.2882
O -0.2388 -0.9713 2.2078
H -0.1519 -1.8073 2.6660
H -0.5852 -0.3708 2.8679
*
```

List of Löwdin charges in e, atom by atom: Mg 0.27; C -0.62; F 0.13; F 0.17; F 0.13; S 0.73; O -0.27; O -0.30; N -0.34; S 0.61; O -0.29; O -0.28; C -0.56; F 0.13; F 0.10; F 0.12; O -0.13; H 0.00; H 0.04; O -0.06; H 0.05; H 0.09; O -0.08; H 0.07; H 0.04; O -0.05; H 0.09; H 0.09; O -0.05; H 0.09; H 0.08

3.
Below is an isolated molecule of C6H9F in a non-equilibrium geometry, with properties calculated with ωB97M-V/def2-TZVPD.

HOMO energy in eV: -9.11
Electronic energy in eV: -9083.0368
ΔE to the lowest compared entry with this formula, charge and spin in eV: 1.657
M in Da: 100.14
SMILES: CC[C@@H]1C=C(F)C1

```
! RIJCOSX wB97M-V def2-TZVPD def2/J DEFGRID3
* xyz 0 1
C -1.7827 -0.0857 -0.2617
C -0.3066 0.4104 -0.4568
C 0.8377 0.2128 0.5952
C 2.0670 1.1038 0.1337
C 2.8034 -0.0130 -0.0570
F 4.0850 -0.0204 -0.3494
C 1.7611 -1.0462 0.4687
H -2.1647 0.1479 0.7249
H -1.7904 -1.1902 -0.4118
H -2.4370 0.4288 -1.0284
H -0.3416 1.5714 -0.5499
H 0.0101 0.0124 -1.3487
H 0.6471 0.4249 1.6352
H 2.1529 2.1732 -0.0159
H 1.5768 -1.7375 -0.3680
H 2.0841 -1.6554 1.2375
*
```

List of Löwdin charges in e, atom by atom: C -0.11; C -0.22; C -0.26; C 0.03; C -0.30; F 0.08; C -0.05; H 0.05; H 0.07; H 0.08; H 0.13; H 0.07; H 0.12; H 0.10; H 0.11; H 0.07

4.
Below is a structure of composition C26H18BrN8O5Rh in a non-equilibrium geometry, with properties calculated with ωB97M-V/def2-TZVPD.

HOMO energy (alpha / beta) in eV: -6.70 / -8.19
Electronic energy in eV: -122458.4084
Expectation value of S²: 6.0546
M in Da: 705.29

```
! RIJCOSX wB97M-V def2-TZVPD def2/J DEFGRID3
* xyz 0 5
Rh 10.1621 9.8617 9.6893
O 10.2316 14.4340 8.9747
C 10.0753 14.8769 10.2051
C 9.6950 16.2036 10.4246
C 9.6878 16.6709 11.7156
C 9.7865 15.7847 12.7832
C 9.8928 14.4043 12.5774
C 10.0394 13.9399 11.2445
C 10.0815 12.5158 10.9076
O 10.3673 12.0901 9.7158
N 9.9054 11.6454 11.9016
N 10.2290 10.4169 11.6186
C 10.6135 9.5821 12.6203
C 11.5237 8.5416 12.4589
C 11.8116 7.6557 13.5139
C 12.7984 6.7441 13.3365
C 13.3594 6.4533 12.0615
C 13.1393 7.3137 11.0114
C 12.2634 8.4026 11.1617
O 12.1232 9.3298 10.2860
H 10.3818 13.3895 8.9870
H 9.3926 16.8187 9.5776
H 9.6516 17.7352 11.9652
H 9.7979 16.1859 13.7969
H 9.9368 13.7497 13.4960
H 10.2387 9.8831 13.6328
H 11.3651 7.8936 14.4571
H 13.1890 6.2238 14.2248
H 14.0068 5.5742 11.9097
H 13.6612 7.2876 10.0607
N 6.2249 10.9747 8.9094
C 7.0428 10.4634 9.7821
N 8.2861 10.4627 9.2890
C 8.1471 10.9918 8.0040
N 6.9164 11.2601 7.6999
C 9.3334 11.1078 7.2041
C 9.4891 11.9702 6.1392
N 10.6903 12.1635 5.5855
C 11.6881 11.4284 6.0445
C 11.5536 10.5674 7.0989
N 10.3933 10.4211 7.7187
H 5.2109 11.1251 8.9875
H 6.7952 10.2031 10.8490
H 8.6774 12.6440 5.8721
H 12.5906 11.5871 5.4949
H 12.4270 10.0527 7.4868
Br 5.7783 6.8700 4.9233
C 6.4157 7.0497 6.6818
C 5.4885 7.0270 7.7271
N 5.9287 6.8755 8.9578
C 7.2252 6.9774 9.2527
C 8.2372 7.0736 8.2571
C 7.7886 7.1179 6.9133
C 9.6754 7.1189 8.6803
O 10.5437 6.5272 8.0636
O 9.8640 7.8533 9.7817
H 4.3898 6.9416 7.5496
H 7.4966 6.9427 10.2991
H 8.4991 7.2019 6.1376
*
```

List of Löwdin charges in e, atom by atom: Rh 1.24; O 0.05; C -0.30; C -0.01; C -0.09; C -0.11; C -0.02; C -0.09; C -0.35; O -0.11; N 0.08; N -0.15; C -0.03; C -0.13; C -0.05; C -0.09; C -0.04; C 0.00; C -0.32; O -0.13; H 0.09; H 0.12; H 0.11; H 0.10; H 0.13; H 0.14; H 0.11; H 0.11; H 0.12; H 0.12; N 0.06; C -0.13; N -0.02; C -0.30; N 0.17; C -0.18; C -0.04; N 0.11; C -0.10; C -0.07; N 0.00; H 0.17; H 0.17; H 0.13; H 0.11; H 0.13; Br 0.75; C -0.69; C -0.21; N 0.05; C -0.09; C -0.10; C -0.04; C -0.57; O 0.07; O -0.20; H 0.11; H 0.11; H 0.10

5.
Below is a structure of composition C7H18N2OSn in a non-equilibrium geometry, with properties calculated with ωB97M-V/def2-TZVPD.

HOMO energy in eV: -15.03
Electronic energy in eV: -18392.2678
ΔE to the lowest compared entry with this formula, charge and spin in eV: 0.000
M in Da: 264.94

```
! RIJCOSX wB97M-V def2-TZVPD def2/J DEFGRID3
* xyz 2 1
Sn 3.0263 -0.2411 -2.4738
N 4.6311 -0.2994 -0.7415
C 4.0013 0.3346 0.4501
C 2.5751 -0.3456 0.7808
C 1.3197 0.3499 0.1853
N 1.0918 -0.0506 -1.2239
H 4.7981 -1.2994 -0.5594
H 5.4687 0.2115 -0.9553
H 3.8165 1.4250 0.1450
H 4.6122 0.2139 1.3244
H 2.3561 -0.4106 1.8785
H 2.6609 -1.3631 0.3950
H 1.4469 1.4509 0.2604
H 0.4419 0.0554 0.7877
H 0.4218 0.5247 -1.7054
H 0.6260 -0.9560 -1.2470
C -4.0165 -0.2177 1.0394
C -4.1391 0.2258 -0.4681
C -2.7399 0.8440 -0.6728
O -1.8227 0.3328 0.3725
C -2.6271 -0.7581 1.0030
H -4.8203 -0.8979 1.3841
H -4.0601 0.6806 1.6509
H -5.0027 0.8999 -0.5037
H -4.2467 -0.7001 -1.0349
H -2.7784 1.9692 -0.5839
H -2.3393 0.6133 -1.6751
H -2.1278 -1.0094 1.9266
H -2.5738 -1.5824 0.2610
*
```

List of Löwdin charges in e, atom by atom: Sn 1.55; N -0.13; C -0.20; C -0.15; C -0.22; N -0.12; H 0.12; H 0.11; H 0.15; H 0.12; H 0.15; H 0.10; H 0.15; H 0.12; H 0.09; H 0.11; C -0.16; C -0.14; C -0.19; O -0.22; C -0.19; H 0.14; H 0.12; H 0.12; H 0.11; H 0.13; H 0.10; H 0.12; H 0.12

6.
Below is a structure of composition C44H58BrFN5O5SSiTeZr in a non-equilibrium geometry, with properties calculated with ωB97M-V/def2-TZVPD.

HOMO energy (alpha / beta) in eV: -6.33 / -6.36
Electronic energy in eV: -164303.9864
ΔE to the lowest compared entry with this formula, charge and spin in eV: 2.141
M in Da: 1114.86

```
! RIJCOSX wB97M-V def2-TZVPD def2/J DEFGRID3
* xyz 1 1
Zr -0.3782 -0.3891 0.4582
C 7.2229 -0.0317 -0.7548
C 6.4243 1.1874 -0.3155
N 4.9860 1.0058 -0.4687
C 4.2426 0.6932 0.6275
C 2.9088 0.4695 0.5996
C 2.2747 0.1463 1.9205
O 2.9226 -0.0533 2.9170
O 0.9429 0.0576 1.9002
C 2.2371 0.5287 -0.6786
O 0.9336 0.3327 -0.8035
C 2.9768 0.9031 -1.8215
C 2.3509 1.0761 -3.0705
C 3.0961 1.4706 -4.1547
F 2.4584 1.6851 -5.3363
C 4.4617 1.6812 -4.0923
C 5.0920 1.5121 -2.8484
C 4.3769 1.1477 -1.7247
N 5.2419 2.1286 -5.2088
C 5.0033 1.4829 -6.4847
C 6.1648 1.7727 -7.4131
N 6.2717 3.2707 -7.5753
C 6.4445 3.9638 -6.2461
C 5.2890 3.5743 -5.3482
H 8.2918 0.1569 -0.6493
H 7.0186 -0.2887 -1.7945
H 6.9654 -0.8932 -0.1380
H 6.7279 2.0799 -0.8652
H 6.6106 1.3987 0.7361
H 4.7725 0.6262 1.5680
H 1.2841 0.9354 -3.1680
H 6.1625 1.6581 -2.8141
H 4.0696 1.8110 -6.9659
H 4.9268 0.4069 -6.3398
H 6.0225 1.3448 -8.4034
H 7.1096 1.4383 -6.9899
H 5.4108 3.6105 -8.0108
H 7.0378 3.5096 -8.2039
H 6.4885 5.0349 -6.4330
H 7.3912 3.6143 -5.8389
H 4.3482 3.9825 -5.7568
H 5.4391 4.0295 -4.3710
N -2.1823 -1.1609 -0.9604
C -1.9462 -2.5116 -1.4454
C -2.8627 -3.2176 -2.1851
C -2.5223 -4.4764 -2.6991
C -1.2622 -4.9882 -2.5090
C -0.3058 -4.2827 -1.7534
C 1.0316 -4.7263 -1.5591
C 1.8924 -3.9634 -0.7961
C 1.4362 -2.8096 -0.1836
N 0.1705 -2.3586 -0.3415
C -0.6860 -3.0629 -1.1676
H -2.1284 -0.4912 -1.7317
H -3.1040 -1.0386 -0.5526
H -3.8350 -2.7885 -2.3943
H -3.2527 -5.0273 -3.2760
H -0.9846 -5.9420 -2.9405
H 1.3557 -5.6499 -2.0196
H 2.9183 -4.2620 -0.6337
H 2.0828 -2.2515 0.4809
Te -2.1327 1.9295 0.6439
C -4.2786 -3.9844 4.4121
C -2.9935 -3.4407 5.0520
C -1.8535 -4.3562 4.5758
C -3.1217 -3.5716 6.5821
Si -2.7073 -1.6035 4.6221
Br -1.9827 -1.7435 2.3977
C -1.2552 -0.7571 5.5172
C -0.0797 -1.7226 5.7264
C -0.6935 0.4434 4.7410
C -1.7337 -0.2700 6.8981
C -4.2821 -0.5372 4.4833
C -5.1036 -0.6790 5.7789
C -3.9313 0.9451 4.2947
C -5.1732 -0.9218 3.2896
H -4.3644 -5.0483 4.6557
H -4.2597 -3.8992 3.3239
H -5.1766 -3.4939 4.7844
H -2.0577 -5.3713 4.9318
H -0.8783 -4.0655 4.9531
H -1.7980 -4.3950 3.4881
H -3.3592 -4.6117 6.8265
H -3.9185 -2.9505 6.9944
H -2.1952 -3.3214 7.0981
H 0.3056 -2.1061 4.7794
H -0.3305 -2.5625 6.3729
H 0.7356 -1.1733 6.2064
H -0.2715 0.1545 3.7824
H 0.1233 0.8748 5.3285
H -1.4281 1.2320 4.5752
H -2.1359 -1.0753 7.5162
H -2.4908 0.5117 6.8232
H -0.8799 0.1562 7.4339
H -4.5312 -0.4144 6.6702
H -5.4966 -1.6865 5.9145
H -5.9610 -0.0005 5.7290
H -3.3991 1.3664 5.1473
H -4.8612 1.5109 4.1771
H -3.3333 1.1104 3.3945
H -5.4751 -1.9642 3.2878
H -4.6813 -0.7032 2.3409
H -6.0833 -0.3143 3.3320
O -7.1033 5.6222 -4.0104
C -5.8881 5.4093 -4.5599
O -5.6500 5.8413 -5.6518
C -4.8883 4.6288 -3.7600
C -5.1060 4.1512 -2.4750
C -4.1288 3.4311 -1.8011
C -2.9045 3.1831 -2.4094
S -1.5659 2.2665 -1.6954
C -2.6784 3.6718 -3.6998
C -3.6590 4.3793 -4.3629
H -7.1660 5.2146 -3.1393
H -6.0388 4.3255 -1.9491
H -4.3230 3.0685 -0.8008
H -1.7219 3.4944 -4.1766
H -3.4920 4.7600 -5.3614
*
```

Löwdin population analysis, charges in e, atoms 1 to 99: Zr 1.13; C -0.07; C -0.20; N -0.04; C 0.02; C -0.07; C -0.55; O 0.09; O -0.28; C -0.27; O -0.30; C -0.07; C 0.07; C -0.22; F 0.05; C -0.20; C 0.04; C -0.12; N -0.11; C -0.16; C -0.09; N 0.06; C -0.09; C -0.15; H 0.08; H 0.07; H 0.08; H 0.11; H 0.12; H 0.14; H 0.12; H 0.11; H 0.13; H 0.15; H 0.14; H 0.14; H 0.18; H 0.18; H 0.14; H 0.14; H 0.14; H 0.14; N -0.04; C -0.23; C -0.01; C -0.06; C -0.02; C -0.15; C 0.00; C -0.05; C -0.11; N -0.07; C -0.17; H 0.06; H 0.08; H 0.12; H 0.11; H 0.12; H 0.11; H 0.11; H 0.11; Te 0.47; C -0.10; C -0.63; C -0.11; C -0.08; Si 0.57; Br 0.55; C -0.62; C -0.09; C -0.10; C -0.08; C -0.63; C -0.08; C -0.10; C -0.11; H 0.09; H 0.08; H 0.07; H 0.09; H 0.06; H 0.05; H 0.09; H 0.07; H 0.07; H 0.08; H 0.06; H 0.09; H 0.02; H 0.10; H 0.06; H 0.07; H 0.07; H 0.09; H 0.07; H 0.07; H 0.09; H 0.07; H 0.10